[1]
{"formula": "C7H19CrN2O9S", "method": "wB97M-V/def2-TZVPD", "gap_ev": [2.4414, 2.4394], "spin_multiplicity": 4, "total_charge": -2, "elements": ["Cr", "O", "H", "O", "H", "C", "O", "H", "H", "H", "S", "O", "O", "O", "O", "C", "O", "N", "C", "C", "H", "H", "H", "H", "H", "H", "H", "C", "O", "N", "C", "C", "H", "H", "H", "H", "H", "H", "H"], "xyz": [[1.666, 0.047, 0.681], [1.670, -1.789, -0.125], [1.501, -1.942, -1.075], [1.276, 1.642, 1.900], [0.931, 2.377, 1.357], [4.941, 0.264, -0.138], [3.593, 0.560, 0.175], [5.516, 1.169, -0.335], [5.475, -0.216, 0.682], [4.952, -0.493, -0.922], [1.601, -0.702, 3.818], [1.466, -1.917, 4.685], [2.505, 0.320, 4.205], [1.691, -0.926, 2.372], [0.506, 0.175, 4.026], [0.393, 1.472, -2.164], [0.682, 1.055, -1.008], [-0.293, 0.810, -3.133], [-0.600, -0.540, -3.063], [-0.836, 1.605, -4.271], [0.634, 2.459, -2.588], [0.211, -1.076, -2.568], [-0.390, -0.876, -4.078], [-1.613, -0.796, -2.752], [-1.858, 1.953, -4.117], [-0.309, 2.516, -4.552], [-0.795, 1.034, -5.199], [-1.352, -0.790, 1.723], [-0.482, -0.280, 1.004], [-2.699, -0.723, 1.508], [-3.293, 0.217, 0.464], [-3.662, -1.417, 2.501], [-1.225, -1.525, 2.533], [-2.545, 0.463, -0.290], [-3.740, 1.175, 0.728], [-3.923, -0.447, -0.129], [-3.116, -1.879, 3.323], [-4.413, -0.765, 2.946], [-4.068, -2.214, 1.877]], "forces_ev_per_angstrom": [[1.0, 0.0, 2.8], [-0.3, 0.3, -1.1], [0.3, 0.3, 0.7], [0.1, -0.1, -2.3], [0.3, -0.4, 0.2], [-2.5, -0.6, 1.1], [-0.2, 0.4, -0.3], [0.1, 0.3, -0.6], [0.1, -0.2, 0.6], [0.5, 0.1, -0.8], [-1.4, 2.1, 3.5], [1.0, -0.1, -1.8], [7.9, 0.0, 1.4], [1.1, -2.7, -3.0], [-8.6, 0.1, 0.2], [0.5, -1.0, 2.8], [-0.7, 1.3, -4.4], [0.1, 3.3, -0.3], [0.7, -2.1, -1.1], [0.2, -0.3, 0.1], [0.4, 0.3, 0.8], [-0.5, 0.1, 1.0], [-0.8, -0.5, -0.4], [0.1, -0.1, 0.2], [-0.2, -0.4, 0.2], [0.6, 0.0, 0.7], [-0.2, -0.4, 0.2], [1.6, -0.2, -0.8], [-2.6, -0.6, 0.8], [-1.9, 2.0, 0.4], [1.1, -2.1, -0.1], [1.7, 0.5, -1.9], [1.1, 0.5, 0.0], [0.7, 0.0, 0.5], [-0.2, -0.4, 0.7], [-0.9, 0.4, 0.1], [0.3, 0.2, -0.2], [0.0, 0.2, -0.4], [-0.7, -0.1, 0.4]], "mulliken_spin": [2.9660, 0.0155, 0.0068, -0.0235, 0.0086, 0.0014, 0.0174, -0.0016, 0.0026, 0.0013, 0.0022, -0.0054, 0.0036, 0.0076, 0.0032, 0.0067, 0.0043, 0.0000, -0.0037, 0.0002, 0.0009, 0.0018, 0.0001, -0.0001, 0.0000, -0.0001, 0.0001, -0.0052, -0.0116, 0.0011, -0.0002, -0.0001, 0.0001, 0.0005, -0.0001, -0.0001, -0.0001, -0.0001, 0.0000]}

[2]
{"formula": "F6H20O10P", "method": "wB97M-V/def2-TZVPD", "gap_ev": 8.5309, "total_charge": -1, "elements": ["P", "F", "F", "F", "F", "F", "F", "O", "H", "H", "O", "H", "H", "O", "H", "H", "O", "H", "H", "O", "H", "H", "O", "H", "H", "O", "H", "H", "O", "H", "H", "O", "H", "H", "O", "H", "H"], "xyz": [[0.256, 0.384, 0.145], [1.819, 0.900, 0.380], [0.373, 0.847, -1.394], [0.968, -1.017, -0.323], [-1.197, -0.369, -0.242], [0.214, -0.235, 1.669], [-0.312, 1.800, 0.727], [-3.142, -0.739, -0.723], [-2.331, -0.452, -1.143], [-3.794, -0.093, -0.995], [2.337, -0.550, -1.846], [1.561, -0.212, -1.398], [2.893, -0.883, -1.142], [-2.333, -0.764, 1.343], [-1.462, -0.428, 1.133], [-2.885, -0.468, 0.620], [2.281, -0.882, 1.715], [1.843, -1.714, 1.892], [1.621, -0.355, 1.263], [0.626, 0.617, -3.354], [1.100, 0.347, -2.567], [1.270, 0.544, -4.058], [-0.251, 3.576, -0.739], [0.162, 3.396, -1.583], [-0.300, 2.723, -0.309], [-1.617, -0.066, -2.008], [-1.421, -0.751, -2.647], [-0.877, 0.538, -2.068], [-0.427, -2.697, 0.208], [-0.315, -1.749, 0.130], [-0.747, -2.972, -0.652], [1.092, -0.367, 3.508], [1.337, -0.802, 2.691], [0.503, -0.986, 3.941], [0.436, 1.626, 2.804], [0.039, 1.508, 1.941], [0.682, 0.742, 3.078]], "forces_ev_per_angstrom": [[0.7, -1.1, 0.4], [-2.2, 1.5, -0.8], [-0.6, 3.1, 5.2], [-1.7, 0.5, 1.5], [9.7, 3.7, 3.6], [-4.6, 0.1, -5.3], [-1.6, -2.7, -3.5], [-7.3, -1.8, -0.1], [-1.2, 0.0, -0.8], [-0.4, -0.1, -0.4], [2.6, 0.2, -2.4], [2.2, -1.0, -0.6], [0.1, 0.0, 0.1], [-0.7, -0.4, 6.5], [-2.5, -0.9, 2.6], [-0.4, -0.4, 0.1], [4.0, -2.3, -1.2], [0.6, -1.2, -1.0], [2.8, -1.0, 0.8], [0.2, 0.0, -3.3], [0.7, 0.0, -2.4], [0.0, -0.1, -0.3], [0.0, 1.1, -1.0], [0.1, 0.2, -0.3], [-0.1, 1.3, -0.6], [0.6, 1.8, -9.9], [-0.2, 0.0, -0.6], [-0.8, -0.1, -0.8], [-0.4, -1.8, 0.5], [-0.8, -1.9, 0.1], [-0.2, -0.1, 0.0], [0.6, -3.5, 6.2], [1.0, 0.3, 1.7], [-0.5, 0.2, 0.5], [-0.4, 4.2, 0.5], [0.6, 1.2, 3.9], [-0.1, 0.8, 1.2]], "lowdin_charge": [0.5273, -0.0735, -0.1867, -0.1823, -0.2882, -0.2050, -0.0441, -0.0270, -0.1691, 0.0759, -0.0527, -0.0463, 0.0682, -0.0880, -0.0538, -0.0724, -0.0044, 0.0866, -0.0412, -0.0421, -0.0265, 0.0622, -0.0450, 0.0232, -0.0738, 0.0512, 0.1181, 0.0315, -0.0410, -0.0381, 0.0414, 0.0098, -0.0631, 0.1012, -0.0692, -0.1047, -0.1585]}

[3]
{"formula": "C7H20NO3Si", "method": "wB97M-V/def2-TZVPD", "gap_ev": 10.1406, "total_charge": 1, "elements": ["C", "Si", "C", "C", "N", "C", "O", "C", "C", "O", "H", "H", "H", "H", "H", "H", "H", "H", "H", "H", "H", "H", "H", "H", "H", "H", "C", "O", "H", "H", "H", "H"], "xyz": [[2.674, 0.436, 2.491], [2.120, 0.151, 0.739], [3.179, 1.002, -0.512], [1.929, -1.640, 0.344], [0.419, 1.073, 0.721], [0.102, 1.632, -0.644], [-0.203, 0.482, -1.352], [-1.031, -0.333, -0.500], [-0.838, 0.241, 0.910], [-0.756, -0.743, 1.877], [3.764, 0.507, 2.489], [2.309, 1.353, 2.959], [2.409, -0.396, 3.147], [2.885, 0.757, -1.534], [4.191, 0.616, -0.360], [3.242, 2.087, -0.418], [1.562, -1.822, -0.665], [2.948, -2.041, 0.390], [1.320, -2.199, 1.051], [0.462, 1.799, 1.438], [-0.747, 2.316, -0.542], [0.959, 2.134, -1.080], [-0.668, -1.356, -0.554], [-2.076, -0.306, -0.803], [-1.627, 0.963, 1.146], [-0.221, -0.491, 2.638], [-4.983, -0.786, -2.262], [-3.916, -1.500, -1.640], [-5.351, -0.069, -1.531], [-4.648, -0.245, -3.150], [-5.805, -1.450, -2.536], [-3.604, -2.170, -2.257]], "forces_ev_per_angstrom": [[0.0, 0.0, 0.1], [0.0, -0.1, 0.2], [0.0, 0.1, 0.0], [0.0, 0.0, -0.1], [0.1, -0.1, -0.2], [0.0, -0.1, 0.1], [-0.1, 0.0, 0.0], [0.0, 0.0, 0.0], [0.0, 0.2, 0.2], [0.4, -0.3, -0.2], [0.0, 0.0, 0.1], [0.0, 0.1, -0.1], [0.0, 0.0, 0.0], [0.0, 0.0, 0.0], [0.0, 0.0, 0.0], [0.0, 0.0, 0.1], [0.0, 0.0, 0.0], [0.0, -0.1, 0.0], [0.0, 0.0, 0.0], [-0.1, 0.1, -0.1], [0.0, 0.0, 0.0], [0.0, 0.0, 0.0], [0.0, 0.0, 0.0], [0.0, 0.0, -0.1], [0.0, 0.0, 0.1], [-0.3, 0.2, 0.1], [-0.1, 0.0, 0.0], [0.1, 0.1, -0.1], [0.0, 0.0, 0.0], [0.0, 0.0, 0.0], [0.0, 0.0, 0.0], [-0.1, 0.0, 0.0]], "lowdin_charge": [-0.1503, 0.5958, -0.1544, -0.1434, -0.0204, -0.1708, -0.0680, -0.0694, -0.3208, 0.0440, 0.0501, 0.0417, 0.0462, 0.0550, 0.0568, 0.0514, 0.0498, 0.0590, 0.0477, 0.1580, 0.1530, 0.1266, 0.1292, 0.1175, 0.1689, 0.1124, -0.1436, -0.1409, 0.0785, 0.0783, 0.0810, 0.0809]}

[4]
{"formula": "C4H10N2O", "method": "wB97M-V/def2-TZVPD", "smiles": "C=NCC.NC=O", "gap_ev": 10.6530, "elements": ["C", "N", "O", "H", "H", "H", "C", "C", "C", "N", "H", "H", "H", "H", "H", "H", "H"], "xyz": [[1.940, 0.907, -1.768], [1.189, 1.380, -0.727], [2.165, -0.263, -1.964], [2.359, 1.719, -2.384], [0.525, 0.722, -0.322], [0.893, 2.330, -0.790], [-0.088, -1.405, 1.889], [-1.377, -1.325, 1.099], [-2.310, 0.780, 0.751], [-1.455, -0.061, 0.365], [0.007, -2.359, 2.400], [0.764, -1.245, 1.229], [-0.076, -0.611, 2.638], [-2.269, -1.422, 1.733], [-1.416, -2.103, 0.332], [-3.044, 0.536, 1.525], [-2.341, 1.746, 0.258]], "forces_ev_per_angstrom": [[-0.1, 0.0, 0.5], [0.1, -0.6, -0.4], [0.0, 0.1, -0.2], [0.1, 0.0, -0.1], [0.0, 0.2, 0.0], [-0.2, 0.4, 0.1], [0.0, 0.4, 0.0], [-0.6, 0.1, -0.6], [0.1, -0.4, -0.3], [0.5, 0.2, 0.5], [0.0, -0.1, -0.1], [0.1, -0.1, 0.0], [0.0, 0.0, 0.1], [0.2, -0.2, 0.1], [0.1, -0.1, 0.2], [0.0, 0.2, 0.1], [-0.2, 0.1, 0.1]], "lowdin_charge": [-0.4258, 0.1130, 0.0059, 0.1188, 0.0514, 0.0759, -0.0931, -0.3030, -0.0483, -0.0586, 0.0718, 0.0679, 0.0739, 0.0983, 0.1111, 0.0752, 0.0656]}

no.,E_tot (Ha)
1,-2507.3117
2,-1704.5879
3,-848.4590
4,-343.1435